DFT (the ωB97M-V functional and the def2-TZVPD basis) results for 13 unconnected molecules or ions with the total composition C18H27Cl36NO6PS2 in a non-equilibrium geometry.

Output
net charge: -1
molecular weight: 1724.83 g/mol
HOMO energy: -6.54 eV
orbital gap: 7.8 eV

CARTESIAN COORDINATES (ANGSTROEM)
C -1.70792 -0.81952 -0.42308
C -2.97578 -0.25532 0.45813
C -4.38926 -0.23250 -0.43382
C -2.69397 1.15102 1.25223
C -1.41856 1.04370 2.32878
C -2.59874 2.48137 0.28219
O -1.62097 2.37394 -0.81119
S -1.51177 3.80362 -1.73279
O -1.74880 5.11507 -0.89681
O -2.62472 3.83932 -2.85168
N 0.00896 4.02995 -2.56720
S 1.17421 2.79057 -2.16842
O 0.69737 1.43124 -2.74899
O 2.56849 3.07388 -2.85226
P 1.60450 2.71629 -0.03829
O 1.76822 1.18022 0.32800
H -1.70159 -2.00624 -0.54551
H -1.77234 -0.37362 -1.50774
H -0.71889 -0.41262 0.05455
H -3.17574 -1.07636 1.30115
H -5.13358 -1.03895 0.02900
H -4.92547 0.80766 -0.41703
H -4.17191 -0.60222 -1.54320
H -3.64707 1.33347 1.94804
H -1.58400 1.92978 3.10023
H -0.37846 1.20742 1.81747
H -1.51634 -0.00440 2.86807
H -2.21450 3.36535 0.98632
H -3.68075 2.83347 -0.07196
H 2.90628 3.34310 0.22765
H 0.62182 3.41915 0.74655
C -0.58150 7.15715 1.71673
Cl -1.44144 6.22495 2.95407
Cl -0.49335 8.86648 2.17490
Cl 1.04263 6.49784 1.45797
H -1.13777 7.08025 0.77902
C 3.68748 0.78956 -5.49502
Cl 5.25554 1.51201 -5.89350
Cl 2.41462 1.45374 -6.53339
Cl 3.75824 -0.97422 -5.64829
H 3.44864 1.03571 -4.45723
C 8.44262 3.63221 -5.31663
Cl 8.05537 2.59353 -6.69892
Cl 8.15826 5.33431 -5.71850
Cl 7.49125 3.16049 -3.89826
H 9.50187 3.50709 -5.07790
C -0.67814 -4.88166 0.26472
Cl -1.29570 -3.50747 1.19731
Cl -1.52948 -6.36988 0.71189
Cl -0.83369 -4.57416 -1.47328
H 0.38207 -5.00794 0.49854
C -5.64490 4.96963 1.49196
Cl -4.28654 5.62715 0.56350
Cl -5.51626 3.20703 1.61917
Cl -5.71245 5.70632 3.10197
H -6.57130 5.21007 0.96412
C 1.39691 -8.19852 2.73955
Cl 1.00966 -9.23720 1.35727
Cl 1.11255 -6.49642 2.33769
Cl 0.44554 -8.67024 4.15793
H 2.45615 -8.32364 2.97828
C -2.68304 -1.14664 -4.39524
Cl -3.54298 -2.07884 -3.15790
Cl -2.59490 0.56269 -3.93707
Cl -1.05892 -1.80595 -4.65400
H -3.23932 -1.22354 -5.33295
C 3.04235 -10.25196 6.88796
Cl 3.01929 -10.16783 5.11824
Cl 3.33425 -8.64856 7.58325
Cl 1.52237 -10.92751 7.49847
H 3.85890 -10.91242 7.19073
C 4.86368 5.66029 3.08740
Cl 4.01998 5.65839 4.64551
Cl 3.82413 4.99475 1.81621
Cl 5.38937 7.29920 2.66664
H 5.74969 5.02625 3.17475
C -5.28229 -6.39289 -0.56970
Cl -6.94131 -6.19318 0.01963
Cl -5.20458 -7.67962 -1.78535
Cl -4.67138 -4.86924 -1.23655
H -4.64896 -6.67786 0.27430
C 0.43618 -6.22923 7.17429
Cl 0.41312 -6.14510 5.40457
Cl 0.72808 -4.62584 7.86958
Cl -1.08379 -6.90478 7.78480
H 1.25273 -6.88970 7.47706
C 2.77381 5.47192 -6.71895
Cl 1.64321 5.15293 -8.04541
Cl 2.00860 5.13961 -5.15578
Cl 4.24548 4.50379 -6.90957
H 3.05065 6.52886 -6.74904

Atomic forces in eV per Å
-0.23 0.72 -0.64
-0.40 -1.05 0.24
0.15 -0.83 0.12
0.00 -0.24 0.01
-1.01 0.60 -0.40
-0.91 1.28 2.38
-0.09 1.60 -0.46
-3.77 5.38 -3.24
1.37 -4.75 -1.26
3.93 -1.41 4.00
0.34 -2.99 2.98
0.84 -2.07 -7.23
0.96 3.95 3.03
-4.27 0.21 2.99
1.56 -5.21 2.33
-0.77 4.54 -0.82
-0.14 3.09 0.30
0.25 -0.71 2.19
-1.69 -1.08 -0.94
0.50 1.83 -1.52
1.47 1.79 -0.93
1.10 -1.92 -0.12
-0.59 1.36 2.72
1.99 -0.27 -1.67
0.43 -1.96 -1.43
-1.95 -0.65 0.91
0.46 2.24 -1.06
-0.89 -1.78 -1.43
2.63 -1.08 0.24
-1.38 0.00 -0.77
0.36 -0.04 -0.72
-0.14 -0.15 -0.25
0.10 0.08 -0.14
0.00 -0.10 -0.03
-0.33 0.18 0.07
0.18 -0.10 0.25
-0.27 0.23 0.13
-0.29 -0.39 0.09
0.16 -0.15 0.20
0.02 0.06 0.02
-0.02 0.01 -0.28
0.01 -0.04 0.19
0.29 0.19 0.06
0.08 -0.17 0.03
0.27 0.14 -0.17
-0.38 0.05 -0.11
-0.08 0.27 -0.11
0.24 -0.72 0.33
-0.31 0.05 -0.28
0.07 -0.05 0.24
-0.41 0.06 -0.17
0.12 0.32 -0.31
-0.39 -0.27 0.14
-0.33 0.26 0.14
-0.07 -0.05 -0.04
0.30 -0.12 0.23
-0.07 -0.17 0.15
0.10 0.12 0.13
0.64 -0.26 0.36
-0.21 -0.93 -1.08
-0.34 0.07 -0.08
0.11 0.44 -0.15
0.06 -0.42 -0.52
-0.07 -0.27 -0.16
-0.17 0.02 0.01
0.19 -0.03 0.35
-0.01 -0.10 -0.05
0.48 -0.32 0.39
0.07 -0.16 -0.04
0.21 0.09 -0.08
-0.29 0.26 -0.09
0.03 -0.01 0.03
0.12 -0.03 -0.18
0.44 0.05 0.26
-0.02 -0.20 0.04
-0.33 0.22 -0.04
0.15 0.16 0.02
0.15 -0.05 0.00
0.02 0.09 0.15
-0.06 -0.27 0.16
-0.20 0.11 -0.30
0.08 0.09 -0.16
0.00 1.17 1.10
0.02 -0.17 0.02
0.16 -0.01 -0.04
-0.33 0.22 -0.11
-0.08 0.13 0.44
0.07 0.06 -0.01
0.20 0.10 -0.41
-0.11 0.30 -0.05
-0.10 -0.38 -0.06